1.
Density functional theory data (ωB97M-V/def2-TZVPD) for C38H39As3CaN6O2S3 as an isolated structure in a non-equilibrium geometry.

Last column: Mulliken charge in e.
Positions of all 92 atoms, in Å:
Ca -0.06170 -1.12518 -0.73069  0.97
C 1.66030 -3.40508 -3.37209  -1.35
As 2.85180 -1.99958 -2.68869  1.07
C 4.54720 -2.99038 -3.09179  -1.41
C 3.03450 -0.84718 -4.26089  -0.29
C 3.11310 -1.34208 -5.55349  -0.51
C 3.30730 -0.49838 -6.63319  -0.78
C 3.41090 0.86462 -6.42219  -0.65
C 3.31530 1.36902 -5.13799  -0.23
C 3.13290 0.52842 -4.05069  0.11
As 2.92830 1.14372 -2.21529  1.12
C 4.87210 1.06512 -1.80279  -1.12
C 2.86230 3.12212 -2.47819  -1.55
H 2.10110 -3.97478 -4.19269  0.46
H 0.73350 -2.93998 -3.70399  0.38
H 1.43220 -4.09178 -2.54939  0.41
H 4.57850 -3.30918 -4.13429  0.41
H 4.63360 -3.86738 -2.45049  0.41
H 5.40090 -2.33898 -2.90019  0.31
H 3.00170 -2.40758 -5.72969  0.26
H 3.36600 -0.89868 -7.63949  0.37
H 3.54060 1.53692 -7.26349  0.35
H 3.35380 2.44102 -4.99399  0.25
H 5.48630 1.42402 -2.63449  0.34
H 5.13300 0.02592 -1.59169  0.24
H 5.09640 1.65282 -0.91039  0.41
H 3.70350 3.52452 -3.03999  0.44
H 2.84280 3.60162 -1.49449  0.35
H 1.93580 3.35992 -2.99799  0.40
S -2.95950 -1.19158 -1.31719  -0.49
C -4.04200 -1.72388 -0.08849  0.83
C -5.12930 -2.54628 -0.40399  -0.81
C -6.05960 -2.88088 0.55441  -0.49
C -5.93390 -2.39758 1.84901  -0.88
C -4.85380 -1.59178 2.17751  -0.45
C -3.90600 -1.24638 1.23061  -0.22
As -2.29260 -0.19938 1.56931  1.41
C -2.58990 -0.18098 3.53021  -0.26
C -2.07020 -1.26278 4.23821  -0.11
C -2.32210 -1.42368 5.58921  -0.75
C -3.09040 -0.48998 6.26611  -0.51
C -3.62030 0.58662 5.57781  -0.64
C -3.38150 0.72902 4.22221  -0.11
C -3.02910 1.57572 1.19241  -0.34
C -3.95080 1.79542 0.17411  -0.38
C -4.33340 3.08042 -0.17229  -0.82
C -3.81000 4.17192 0.49961  -0.54
C -2.90970 3.96902 1.53401  -1.04
C -2.51790 2.68492 1.86651  0.35
H -5.22450 -2.90278 -1.42069  0.42
H -6.90290 -3.50938 0.28941  0.33
H -6.67360 -2.64448 2.60071  0.38
H -4.76690 -1.22638 3.19551  0.24
H -1.47230 -1.99948 3.70661  0.34
H -1.92670 -2.28248 6.11711  0.43
H -3.29440 -0.61058 7.32221  0.34
H -4.23490 1.31302 6.09621  0.38
H -3.83870 1.55622 3.69301  0.35
H -4.35700 0.94982 -0.36829  0.31
H -5.04320 3.22952 -0.97559  0.40
H -4.09350 5.17762 0.21571  0.36
H -2.50610 4.81962 2.07251  0.39
H -1.79530 2.52352 2.65881  0.74
N -0.32050 1.19352 -0.73359  0.43
C -0.86610 1.35522 -2.06669  -0.36
C 0.05050 0.59662 -3.04809  0.18
O 0.39430 1.17802 -4.07709  -0.74
O 0.38740 -0.56448 -2.69729  -0.94
H -0.88700 1.66922 -0.03309  -0.25
H 0.61620 1.59812 -0.70479  -0.25
H -0.94580 2.40722 -2.38949  0.41
H -1.85660 0.89292 -2.10889  0.22
S -0.22530 -3.38248 0.81411  -0.42
C 1.45640 -3.60118 1.18621  0.71
C 1.80560 -4.91248 1.53041  -0.11
N 2.06640 -6.00288 1.80861  -0.67
C 2.44080 -2.62818 1.18091  0.40
S 2.23480 -0.94918 0.80001  -0.14
C 3.75020 -2.96718 1.53611  -0.27
N 4.84510 -3.19228 1.83011  -0.69
N 2.65830 3.66332 3.46021  -0.55
C 1.94200 2.49242 3.29641  0.08
C 0.91180 2.36882 2.36711  -0.42
N 0.25050 1.23242 2.20221  1.10
C 0.70060 0.17282 2.87831  -0.53
C 1.70750 0.30672 3.82621  -0.73
N 2.30450 1.45912 4.06711  -0.64
H 2.19090 4.52032 3.21541  0.23
H 3.19460 3.68752 4.31291  0.27
H 0.59550 3.22432 1.78041  0.19
H 0.17700 -0.75948 2.71961  0.69
H 2.03830 -0.53448 4.41921  0.46

## Properties
Total charge: -2
Calculated total energy: -286539.9333 eV

2.
Density functional theory data (ωB97M-V/def2-TZVPD) for C11H34N6O8V as an isolated structure in a non-equilibrium geometry.

Last column: Mulliken charge in e.
Positions of all 60 atoms, in Å:
O 0.42220 1.38335 -0.02521  -0.50
V 0.01873 -0.16260 0.09541  1.11
O -0.58618 -0.42294 1.51547  -0.58
C -0.76620 -3.41371 -0.81359  0.46
O -0.26163 -2.40128 -0.30894  -0.26
N -0.12647 -4.59412 -0.72940  -0.42
N -1.92231 -3.37510 -1.51298  -0.37
H 0.67737 -4.65755 -0.13258  0.22
H -0.32803 -5.33317 -1.37799  0.18
H -2.34624 -2.47544 -1.65212  0.18
H -2.39058 -4.21687 -1.79085  0.17
C 2.65167 -1.86482 0.89100  0.68
O 2.09725 -0.99114 0.21848  -0.54
N 3.14935 -2.98795 0.33013  -0.39
N 2.93683 -1.72873 2.21703  -0.39
H 3.75523 -3.66946 0.74550  0.18
H 3.11084 -3.05847 -0.67551  0.27
H 3.63625 -2.25405 2.70994  0.22
H 2.80102 -0.82498 2.64282  0.21
C 0.14737 -0.38555 -3.22867  0.60
O 0.63600 -0.54481 -2.10014  -0.41
N -0.43638 -1.38499 -3.92281  -0.40
N 0.08315 0.85590 -3.78792  -0.32
H -0.87925 -1.34098 -4.81761  0.18
H -0.46407 -2.24512 -3.39592  0.19
H -0.21685 0.95113 -4.73697  0.14
H 0.53913 1.56559 -3.23605  0.16
C -3.00892 2.12352 -0.48417  -1.33
C -2.41743 1.13445 -1.46533  0.21
O -2.07666 -0.10195 -0.74526  -0.09
H -2.28699 2.41383 0.27896  0.26
H -3.83112 1.69010 0.09495  0.42
H -3.42169 2.97550 -1.02398  0.38
H -1.55983 1.56817 -1.96530  0.01
H -3.14791 0.79856 -2.20304  0.31
H -2.86110 -0.42716 -0.29334  0.19
C 1.31452 -3.39766 6.22452  -1.42
C 1.32139 -2.31438 5.15412  1.05
C -0.10088 -1.81180 4.89690  -1.02
O 2.03156 -1.20480 5.74050  -0.55
H 1.03690 -3.03678 7.21707  0.34
H 2.17799 -4.04833 6.34181  0.35
H 0.44352 -4.02988 6.01061  0.34
H 1.75633 -2.62284 4.20288  -0.08
H -0.77437 -2.66458 4.76285  0.35
H -0.19099 -1.16608 4.01984  0.04
H -0.48772 -1.23047 5.73339  0.35
H 2.18673 -0.51183 5.09153  0.30
C -0.47600 6.60342 -2.93207  -1.46
C 0.16139 5.21693 -2.82419  0.55
C 0.06183 4.67216 -1.41604  -0.81
O -0.49921 4.29026 -3.68844  -0.50
H 0.06380 7.36455 -2.36297  0.35
H -1.53527 6.57336 -2.67984  0.36
H -0.40612 7.06178 -3.92690  0.42
H 1.21904 5.29122 -3.09568  0.16
H -0.89505 5.00692 -1.00752  0.27
H 0.81460 5.07200 -0.73999  0.39
H 0.11327 3.58826 -1.49458  -0.01
H -0.66379 4.70137 -4.54181  0.29

## Properties
Total charge: +1
Calculated total energy: -62965.4321 eV

3.
Density functional theory data (ωB97M-V/def2-TZVPD) for a 6-piece molecular cluster, H11O6 overall.

Last column: Mulliken charge in e.
Positions of all 17 atoms, in Å:
O 2.54187 -2.13356 1.62770  -0.68
H 2.94923 -1.93124 0.78381  0.29
O -0.67898 -0.16791 -2.94830  -0.69
H -1.09813 -0.77791 -2.32088  0.37
H -0.65412 0.69791 -2.51337  0.33
O -0.25805 2.63084 -1.50514  -0.73
H -0.83146 3.31606 -1.15154  0.28
H -0.25845 1.92275 -0.80367  0.46
O 0.80783 -0.11221 2.42817  -0.81
H 2.05184 -1.32701 1.90321  0.42
H 0.38006 0.28394 1.57257  0.48
O -0.59835 0.77105 0.45982  -1.18
H 0.07701 -0.67692 2.71131  0.29
H -0.74609 1.61756 0.89496  0.20
O -1.58248 -1.55095 -0.46303  -0.74
H -1.40648 -0.68253 -0.04771  0.41
H -0.69526 -1.87987 -0.62792  0.30

## Properties
Total charge: -1
Relative energy (zero: lowest compared OMol25 entry of this formula, charge and spin): 4.8 kcal per mole
Calculated total energy: -12465.8501 eV

4.
Density functional theory data (ωB97M-V/def2-TZVPD) for one molecule with the formula C5H9NO2 in a non-equilibrium geometry.

Last column: Mulliken charge in e.
Positions of all 17 atoms, in Å:
C 0.94750 1.92880 -0.59449  -1.14
N -1.36414 -0.96287 0.01048  0.15
C 0.24406 -0.96556 0.05614  0.06
C 0.35597 0.06453 1.04448  -0.41
C 0.81560 1.30613 0.75510  0.00
C 1.14277 -1.78022 -0.47284  -0.77
O -2.06432 -2.14764 -0.25533  -0.43
O -2.02102 0.20505 -0.40667  -0.43
H -2.56660 0.48069 0.35125  0.34
H -2.86601 -2.03641 0.28307  0.32
H 0.25790 -0.25630 2.07820  0.38
H 1.15607 1.92028 1.58621  0.39
H 2.20527 -1.55919 -0.41867  0.29
H 0.82415 -2.52788 -1.19406  0.30
H 0.32027 2.82622 -0.64126  0.28
H 1.98164 2.23603 -0.77790  0.35
H 0.63089 1.26836 -1.40371  0.32

## Properties
Total charge: 0
Relative energy (zero: lowest compared OMol25 entry of this formula, charge and spin): 147.6 kcal per mole
Calculated total energy: -10910.1754 eV

5.
Density functional theory data (ωB97M-V/def2-TZVPD) for a 2-piece molecular cluster, C4H10O2 overall in a non-equilibrium geometry.

Last column: Mulliken charge in e.
Positions of all 16 atoms, in Å:
C 0.01464 -1.53733 1.73912  -0.98
C -0.37489 -0.49972 0.64486  -0.02
C -0.62059 -1.25558 -0.70740  -1.23
H -0.55765 -2.51621 1.48234  0.24
H -0.29472 -1.01751 2.73443  0.28
H 1.08428 -1.75612 1.73462  0.30
H 0.32178 0.32737 0.62887  0.17
H -1.37710 -0.02898 0.86037  0.21
H -0.85492 -0.51603 -1.46773  0.28
H 0.08681 -1.98690 -1.15449  0.33
H -1.48560 -1.84416 -0.64059  0.42
O 2.25504 2.04629 -1.68473  -0.44
C 1.30900 2.54024 -1.12151  0.18
O 0.06371 2.78007 -1.77772  -0.48
H 1.13174 2.78423 -0.10800  0.39
H -0.70151 2.48033 -1.16246  0.35

## Properties
Total charge: 0
Relative energy (zero: lowest compared OMol25 entry of this formula, charge and spin): 35.6 kcal per mole
Calculated total energy: -8404.0016 eV